Record 1
Density functional theory data (wB97M-V/def2-TZVPD) for one molecule with the formula C4H4BrN.

As for the expectation value of S²: 2.01. Its spin multiplicity is 3. The HOMO energy (alpha / beta) comes out at -6.65 / -11.04 eV. As for the charge: 0. The value obtained for the strongest force on any atom is 9.29 eV/Å. For the relative energy (zero: lowest compared OMol25 entry of this formula, charge and spin), the calculation gives 0.0 kJ/mol. The calculation puts the total energy at -75740.172 eV. The orbital gap (alpha / beta) comes out at 7.3 / 7.9 eV. The LUMO energy (alpha / beta) comes out at 0.674 / -3.113 eV.

Each line ends with the Löwdin spin population.
Positions of all 10 atoms, in Å:
C -0.35579 1.79504 1.41959  0.067
C -0.64815 0.75351 0.29680  0.715
C 0.30689 -0.20919 0.02848  0.695
C 0.15196 -1.29399 -0.97592  0.082
N -0.19999 2.60282 2.21737  0.171
Br 1.77982 -0.46490 1.10141  0.191
H -1.37228 1.29091 -0.30427  0.038
H 0.03248 -2.13729 -0.41521  0.020
H -0.69487 -1.06730 -1.67145  0.000
H 0.99994 -1.26962 -1.69680  0.022



Record 2
Density functional theory data (wB97M-V/def2-TZVPD) for a 2-piece molecular cluster, C3H13N2O overall.

The HOMO energy comes out at -12.62 eV. As for the charge: +1. The value obtained for the strongest force on any atom is 2.55 eV/Å. For the relative energy (zero: lowest compared OMol25 entry of this formula, charge and spin), the calculation gives 99.5 kJ/mol. The calculation puts the total energy at -8342.951 eV. The orbital gap comes out at 9.5 eV. The LUMO energy comes out at -3.119 eV.

Each line ends with the natural charge from an NBO analysis.
Positions of all 19 atoms, in Å:
N 0.74697 -0.04385 1.03558  -0.694
C 0.18033 0.92034 -0.00465  -0.219
C -1.00037 0.29502 -0.75082  -0.241
N -0.47803 -0.85973 -1.47627  -0.687
C 0.17322 -0.77473 -2.78670  -0.413
H 0.26335 -0.01546 1.93368  0.466
H 1.74944 0.11246 1.07913  0.442
H 0.59272 -0.96666 0.60135  0.438
H 1.04071 1.04370 -0.65730  0.218
H -0.04270 1.86308 0.49120  0.228
H -1.28570 1.00509 -1.52152  0.224
H -1.77812 -0.07916 -0.09794  0.222
H -0.81317 -1.77873 -1.23649  0.392
H 1.24894 -0.62589 -2.69341  0.182
H 0.05819 -1.75098 -3.25290  0.226
H -0.27783 0.02603 -3.37071  0.199
H -0.30167 1.28492 4.19266  0.489
H -0.24761 -0.12495 4.56459  0.490
O 0.17133 0.46951 3.95052  -0.962



Record 3
Density functional theory data (wB97M-V/def2-TZVPD) for C15H14MnN2O2 as an isolated structure.

As for the expectation value of S²: 4.10. Its spin multiplicity is 4. The HOMO energy (alpha / beta) comes out at -15.59 / -15.64 eV. As for the charge: +2. The value obtained for the strongest force on any atom is 2.68 eV/Å. The calculation puts the total energy at -54161.658 eV. The orbital gap (alpha / beta) comes out at 5.3 / 6.9 eV. The LUMO energy (alpha / beta) comes out at -10.242 / -8.714 eV.

Each line ends with the Löwdin spin population.
Positions of all 34 atoms, in Å:
Mn -0.83865 1.13692 0.07256  3.424
C -0.18305 3.21232 0.55316  -0.083
C -0.90385 3.22802 -0.67774  -0.123
C -2.23105 2.79292 -0.41434  -0.091
C -2.35155 2.55742 0.97806  -0.104
C -1.08665 2.79742 1.57476  -0.104
H 0.79445 3.64902 0.71486  0.000
H -0.56105 3.65872 -1.61184  -0.002
H -3.04705 2.79982 -1.12204  0.000
H -3.27075 2.34782 1.50666  -0.002
H -0.90025 2.84702 2.63866  -0.001
N 0.06395 0.36702 -1.64444  -0.025
C 0.85055 -0.78798 -1.30344  -0.001
C 1.28385 -1.72058 -2.22504  0.003
C 1.98105 -2.85278 -1.78704  -0.002
C 2.27075 -3.03408 -0.45394  0.004
C 1.83305 -2.10458 0.51796  -0.001
C 2.05385 -2.23218 1.90336  0.014
C 1.50875 -1.29748 2.75826  -0.001
C 0.74665 -0.24628 2.24456  0.010
N 0.52435 -0.08188 0.94556  -0.015
C 1.07455 -0.98508 0.07706  0.003
H 0.55645 0.93772 -2.34354  0.003
H -0.79915 -0.04348 -2.16354  0.004
H 1.06105 -1.59578 -3.27454  0.000
H 2.27915 -3.59228 -2.51394  0.000
H 2.82325 -3.90348 -0.12954  0.000
H 2.63925 -3.05828 2.28036  0.000
H 1.63555 -1.37468 3.82716  0.000
H 0.29695 0.47272 2.91846  0.001
O -2.12915 -0.95228 -2.13194  0.021
C -2.54145 -0.99048 -0.98444  0.008
O -2.07155 -0.27848 -0.03574  0.066
H -3.36215 -1.67268 -0.69424  -0.003